Below is an isolated molecule of C21H20N2O6S in a non-equilibrium geometry, with properties calculated with ωB97M-V/def2-TZVPD.

```
50
Properties=species:S:1:pos:R:3:forces:R:3:lowdin_charge:R:1
C -4.74305 1.35305 -2.04360 -0.238 -0.017 -0.027 -0.0508
O -3.33799 1.34340 -1.89765 -0.008 -0.064 0.175 -0.0886
C -2.79141 0.64033 -0.89289 -0.101 -0.152 0.169 -0.2526
C -3.49401 -0.15500 0.01563 -0.108 0.202 -0.273 0.0124
C -2.81233 -0.84741 0.99629 0.360 -0.032 0.089 0.0137
C -1.42597 -0.76711 1.10610 -0.119 0.123 -0.163 -0.1073
C -0.75712 -1.53437 2.18364 -0.656 -0.230 0.265 -0.4172
O -1.34015 -2.24248 2.96728 0.184 0.188 -0.184 0.1248
O 0.56805 -1.32879 2.17654 0.480 0.018 -0.076 0.0848
C 1.38656 -1.92410 3.11511 0.056 -0.437 0.321 -0.1552
C 1.29896 -3.24786 3.45979 -0.182 0.359 -0.342 0.0091
C 2.19686 -3.79599 4.38807 0.276 0.065 0.171 -0.0627
C 3.17284 -3.02885 4.95867 -0.063 -0.177 0.013 -0.0372
C 3.29027 -1.66531 4.62349 -0.271 0.146 -0.282 -0.1528
C 4.26923 -0.81171 5.17493 -0.012 0.268 -0.098 -0.0147
C 4.30226 0.50339 4.79956 0.101 -0.314 0.183 -0.0518
C 3.34945 0.96215 3.87135 -0.007 0.054 -0.023 -0.1319
N 2.43309 0.20582 3.33860 -0.253 0.344 -0.324 0.1312
C 2.38479 -1.09179 3.68973 0.124 -0.354 0.245 -0.1482
C -0.72079 0.03454 0.20862 0.019 -0.100 0.156 0.0319
C -1.40004 0.71825 -0.77047 0.239 0.513 -0.588 -0.1653
S -0.50924 1.75098 -1.93453 -0.241 -0.415 0.090 0.7001
O 0.89384 1.57071 -1.68529 -0.069 -0.276 0.042 -0.2783
O -1.03549 3.08231 -1.89892 -0.203 -0.080 -0.135 -0.2610
N -0.95422 1.02131 -3.37943 0.262 0.502 0.889 -0.2315
C -0.02225 0.02674 -3.87111 0.543 -0.218 -0.186 -0.1645
C 1.09828 0.68720 -4.68111 0.028 -0.245 0.209 -0.1862
O 0.57236 1.49147 -5.71534 -0.048 -0.066 -0.179 -0.1274
C -0.26531 2.50375 -5.19937 -0.307 0.050 0.071 -0.1816
C -1.43852 1.90117 -4.42366 0.026 0.531 -0.257 -0.1730
H -4.94251 2.00654 -2.89067 -0.026 -0.054 0.063 0.0980
H -5.12918 0.35190 -2.25764 0.032 0.043 0.021 0.1005
H -5.23466 1.75462 -1.15318 0.042 -0.023 -0.026 0.1019
H -4.56770 -0.23706 -0.03904 -0.083 0.015 -0.042 0.1087
H -3.34744 -1.46628 1.70105 -0.045 -0.039 0.040 0.1257
H 0.53606 -3.87109 3.02132 -0.049 0.014 -0.023 0.1203
H 2.10469 -4.84054 4.64425 0.008 -0.077 0.034 0.1067
H 3.86457 -3.45148 5.67298 0.052 -0.061 0.065 0.1114
H 4.97744 -1.21212 5.88733 0.054 -0.012 0.049 0.1153
H 5.03630 1.18499 5.20085 0.056 0.046 0.032 0.1007
H 3.34469 1.99781 3.55696 0.069 0.120 0.017 0.1077
H 0.35085 0.13857 0.26916 0.116 -0.025 0.043 0.1281
H 0.39295 -0.49743 -3.01114 0.058 -0.208 -0.141 0.1216
H -0.58018 -0.67539 -4.49956 0.038 0.024 0.085 0.1327
H 1.72239 -0.06358 -5.16876 -0.003 0.015 0.105 0.1288
H 1.70947 1.29509 -3.99964 -0.007 -0.082 -0.117 0.1185
H -0.61374 3.07706 -6.06015 -0.006 0.045 0.110 0.1288
H 0.30453 3.15798 -4.52249 -0.032 0.012 -0.092 0.1309
H -2.02235 2.68159 -3.93939 -0.106 0.034 -0.231 0.1116
H -2.07512 1.31301 -5.09227 0.019 0.027 0.057 0.1341
```
Positions in Å, forces in eV/Å.

The value obtained for the frontier orbital gap is 8.761 eV. The value obtained for the energy is -1771.36112 Eh. Its HOMO energy is -8.66 eV. The structure (SMILES) is COc1ccc(C(=O)Oc2cccc3cccnc23)cc1S(=O)(=O)N1CCOCC1. The calculation puts the LUMO energy at 0.0991 eV. For the max |F|, the calculation gives 0.020 hartree/bohr. The relative energy (zero: lowest compared OMol25 entry of this formula, charge and spin) comes out at 2.6996 eV. The molecular weight is 428.47 g mol⁻¹.

---

Below is an isolated ion of composition C2H3N4O2S and charge -1 in a non-equilibrium geometry, with properties calculated with ωB97M-V/def2-TZVPD.

```
12
Properties=species:S:1:pos:R:3:forces:R:3:lowdin_charge:R:1
C 1.42349 0.26825 -1.20628 -2.121 2.113 -0.216 -0.1243
S -0.22530 -0.67997 -1.05128 -1.352 0.555 3.274 0.6797
O 0.23042 -2.04144 -0.99622 0.558 -0.627 0.117 -0.4014
O -1.20770 -0.42673 -2.07341 0.191 0.931 -0.147 -0.3825
C -0.92453 -0.17901 0.89480 1.659 0.034 -2.468 -0.4088
N -0.09223 0.74756 1.33619 -0.237 0.209 0.337 -0.0977
N -0.61336 1.10056 2.50809 -0.770 0.042 0.404 -0.1462
N -1.73536 0.40598 2.72596 1.425 0.200 0.045 -0.1437
N -1.92138 -0.45502 1.73460 -0.435 -0.308 -1.398 -0.0658
H 1.74399 0.80345 -0.30119 -0.149 -1.238 0.086 0.0398
H 1.83467 -0.60135 -1.58879 2.085 -1.369 -0.146 -0.0060
H 1.48731 1.05772 -1.98248 -0.854 -0.542 0.112 0.0570
```
Positions in Å, forces in eV/Å.

The value obtained for the frontier orbital gap is 8.941 eV. Its net charge is -1. The value obtained for the energy is -845.65784 Eh. Its HOMO energy is -5.62 eV. The structure (SMILES) is C[S@](=O)([O-])=C1N=NN=N1. The calculation puts the LUMO energy at 3.3239 eV. For the max |F|, the calculation gives 0.070 hartree/bohr. The relative energy (zero: lowest compared OMol25 entry of this formula, charge and spin) comes out at 2.0817 eV. The molecular weight is 147.14 g mol⁻¹.

---

Below is an isolated molecule of C20H22N2O3 in a non-equilibrium geometry, with properties calculated with ωB97M-V/def2-TZVPD.

```
47
Properties=species:S:1:pos:R:3:forces:R:3:lowdin_charge:R:1
C 1.03866 -2.76670 -4.43565 1.044 0.149 -1.547 -0.1458
O 0.56463 -2.49978 -3.14909 -0.380 -0.566 2.151 -0.1707
N 0.35656 -3.74582 -2.37791 0.616 -0.679 -0.531 0.1269
C 0.20629 -3.68559 -1.10013 -1.745 2.279 -3.109 -0.2583
C -0.15818 -4.81127 -0.20844 2.179 2.405 1.530 -0.0591
C -0.95120 -4.09424 0.90237 -1.336 0.667 0.999 -0.1932
C -0.65710 -4.68062 2.26626 -1.896 -0.765 -0.329 -0.2213
O -1.85831 -4.61336 3.05348 1.273 1.315 0.822 -0.0957
N -0.68091 -2.57045 0.83109 0.890 -0.767 -0.752 0.0250
C -0.87192 -1.60162 1.82712 -1.130 -1.044 -3.088 -0.3737
O -1.46862 -1.97773 2.77792 -1.314 -0.286 3.787 0.0937
C -0.67887 -0.12142 1.57970 4.747 -3.073 -0.062 -0.1328
C 0.68802 0.27474 1.40858 -2.543 1.117 -1.487 0.0125
C 0.87476 1.57175 0.95064 1.325 -0.233 0.952 -0.0268
C -0.13297 2.46801 0.67188 -1.470 -0.732 1.663 -0.2063
C 0.10602 3.69981 -0.08048 -0.283 -0.720 -0.517 -0.1806
C -0.34486 3.56950 -1.38538 1.473 3.263 -0.921 -0.0202
C -0.12952 4.64147 -2.27829 0.487 1.821 -0.780 -0.0669
C 0.56999 5.81829 -1.86585 0.027 -1.204 2.143 -0.0625
C 1.02037 5.83350 -0.51286 -0.135 0.733 -0.539 -0.0537
C 0.77942 4.82000 0.40431 0.306 -0.526 -0.863 -0.2365
C 1.12948 4.84528 1.86272 -1.214 0.976 0.325 -0.0320
C -1.42085 2.06582 1.08687 0.594 1.823 -1.074 0.0074
C -1.64859 0.78510 1.55185 -1.161 2.382 -0.678 -0.0355
C 0.06505 -2.35907 -0.37258 1.102 0.608 -1.181 -0.1068
H 0.36195 -2.64388 -5.28900 -0.621 0.486 0.651 0.0823
H 1.39099 -3.74119 -4.58236 0.080 -2.037 0.500 0.0489
H 1.98419 -2.26318 -4.74045 -0.673 0.725 0.926 0.0910
H 0.81385 -5.22347 0.11593 -0.144 0.349 0.683 0.1403
H -0.62481 -5.66889 -0.51522 -1.643 -1.647 -1.570 0.1004
H -2.06869 -4.25267 0.77419 1.295 0.264 -0.161 0.1757
H 0.21668 -4.20357 2.66892 0.407 0.218 0.662 0.1229
H -0.46829 -5.74995 2.11724 0.135 0.139 0.188 0.1234
H -1.88093 -3.65534 3.35650 -0.212 -1.408 -0.590 0.0784
H 1.51806 -0.38056 1.25579 0.220 -0.625 0.722 0.1042
H 1.89693 1.89984 0.92515 0.431 0.217 -0.717 0.1174
H -0.67712 2.66947 -1.79087 -0.902 -1.372 -0.217 0.1003
H -0.47748 4.65854 -3.33440 0.171 -0.524 0.897 0.1044
H 0.84196 6.75642 -2.38325 -0.632 -1.073 -0.465 0.1041
H 1.54080 6.73282 -0.16886 -0.084 -0.278 -0.055 0.1063
H 0.12943 4.57586 2.29411 0.998 0.641 0.514 0.1032
H 1.49915 5.85318 2.16791 -0.550 -0.757 -0.058 0.0915
H 1.81931 4.10934 2.25124 0.309 -0.313 -0.378 0.0702
H -2.27606 2.78285 0.94748 0.921 -0.888 0.224 0.1430
H -2.66732 0.68749 1.71975 -1.658 -1.409 0.667 0.1072
H 1.13759 -2.21535 -0.12488 -0.374 1.116 -0.299 0.1386
H -0.40754 -1.59338 -1.07307 1.075 -0.768 0.962 0.1590
```
Positions in Å, forces in eV/Å.

The value obtained for the frontier orbital gap is 9.639 eV. The value obtained for the energy is -1110.38816 Eh. Its HOMO energy is -9.06 eV. The structure (SMILES) is CO/N=C1/C[C@@H](CO)N(C(=O)c2ccc(-c3ccccc3C)cc2)C1. The calculation puts the LUMO energy at 0.5806 eV. For the max |F|, the calculation gives 0.110 hartree/bohr. The relative energy (zero: lowest compared OMol25 entry of this formula, charge and spin) comes out at 6.5162 eV. The molecular weight is 338.41 g mol⁻¹.

---

Below is C7H12NO as an isolated structure in a non-equilibrium geometry, with properties calculated with ωB97M-V/def2-TZVPD.

```
21
Properties=species:S:1:pos:R:3:forces:R:3:lowdin_charge:R:1
C 1.56904 0.93367 -0.10241 3.400 1.318 0.847 -0.1889
C 1.83596 0.23809 1.03204 -3.213 -0.630 0.413 -0.1313
C 0.33191 0.56273 -0.72863 -2.509 2.008 -3.004 -0.4484
C -0.29771 -0.59433 -0.10399 0.271 -2.513 3.513 -0.3355
C -0.53631 1.87189 -0.68633 1.952 2.505 -0.629 -0.1189
C 0.01756 -1.97909 -0.71975 -2.128 1.625 0.656 -0.0597
C -1.74055 -0.46892 0.50258 2.070 -0.513 -0.749 -0.0559
N 0.75727 -0.56395 1.49026 0.028 0.826 -1.734 -0.2231
O 0.97542 -1.62323 2.26893 -0.306 -0.021 -0.837 -0.3454
H 2.01580 1.95423 -0.35254 -0.369 -1.608 0.404 0.0936
H 2.48260 0.42172 1.85291 1.192 0.196 0.113 0.0862
H 0.42397 0.43967 -1.84719 0.110 -0.354 0.503 0.1275
H 0.15240 2.62970 -1.28895 -1.087 -1.106 1.452 0.0807
H -0.57627 2.30007 0.40646 -0.528 -0.784 -2.182 0.1112
H -1.41098 1.95390 -1.37868 -0.086 -0.614 1.282 0.0622
H -0.67248 -2.19168 -1.58198 0.688 0.029 0.572 0.0798
H -0.17324 -2.63832 0.11576 0.009 -0.700 0.038 0.0557
H 1.04285 -2.02073 -0.96736 1.129 -0.154 -0.567 0.0551
H -2.52121 -0.64642 -0.21986 -0.421 -0.099 -0.312 0.0608
H -1.81518 0.49100 0.92083 -0.351 1.568 0.173 0.0288
H -1.86084 -1.06999 1.38789 0.148 -0.980 0.046 0.0653
```
Positions in Å, forces in eV/Å.

The value obtained for the frontier orbital gap is 5.151 eV. Its net charge is -1. The value obtained for the energy is -403.76751 Eh. Its HOMO energy is -1.26 eV. The calculation puts the LUMO energy at 3.8891 eV. For the max |F|, the calculation gives 0.086 hartree/bohr. The relative energy (zero: lowest compared OMol25 entry of this formula, charge and spin) comes out at 2.4527 eV. The molecular weight is 126.18 g mol⁻¹.